1.
Entry from the OMol25 dataset: C36H24Cl3F5N6O3S3Sn as an isolated structure (the ωB97M-V functional and the def2-TZVPD basis).

Each line ends with the Mulliken charge.
Cartesian coordinates (Å):
Sn: 0.055 0.444 0.881  0.97
Cl: -3.400 4.137 3.193  -0.22
Cl: -2.626 -5.773 -6.011  -0.28
Cl: -3.048 0.364 -0.727  0.08
S: 2.856 3.594 -1.087  -0.51
S: 2.089 -2.505 0.566  1.05
S: -2.218 1.319 2.257  -0.32
F: 0.169 -1.955 3.647  -0.37
F: 1.767 0.724 7.133  -0.35
F: 0.882 -1.670 6.200  -0.35
F: 1.910 2.863 5.454  -0.34
F: 1.192 2.600 2.878  -0.30
O: 0.033 -1.255 -1.840  -0.19
O: 1.873 -2.434 -2.340  -0.74
O: 2.071 -0.997 0.778  -1.17
N: -0.942 -1.607 1.025  -0.25
N: 1.306 1.742 -2.356  0.21
N: 0.046 4.152 0.653  0.32
N: 0.468 -5.745 0.789  -0.66
N: 0.167 3.390 -1.543  0.46
N: -3.618 -4.720 -0.715  -0.68
C: -3.675 3.558 1.571  0.29
C: 3.712 -2.847 -0.142  -0.93
C: 2.377 0.790 -2.585  -1.24
C: -1.568 -3.003 -3.327  0.23
C: 0.955 -0.618 5.362  0.03
C: 0.649 -2.176 -2.417  -0.19
C: 1.102 1.507 3.665  0.60
C: 4.702 -2.713 1.000  -0.58
C: -2.329 -3.832 -4.138  -0.89
C: -0.015 1.533 -2.706  -0.77
C: -1.680 -4.730 -4.965  0.50
C: 2.605 -3.152 2.204  -0.65
C: 1.439 2.886 -1.637  0.15
C: -1.205 6.098 1.238  -0.60
C: -1.152 -2.700 0.714  0.48
C: -0.299 -4.835 -4.984  -0.74
C: 4.092 -3.516 2.147  -0.71
C: -1.537 6.301 -0.090  -0.52
C: -0.181 -3.084 -3.325  -0.02
C: -3.160 2.303 1.183  -0.15
C: 0.584 -0.729 4.029  0.43
C: -0.369 -4.975 0.577  0.16
C: 1.405 0.595 5.843  0.93
C: 0.443 -4.011 -4.150  -0.22
C: -4.726 3.959 -0.546  -0.51
C: -4.425 4.373 0.741  -0.79
C: -0.729 2.556 -2.213  -0.34
C: -0.272 4.365 -0.611  -0.55
C: -3.531 1.917 -0.124  0.21
C: -0.407 5.007 1.559  -0.38
C: -1.057 5.422 -1.046  -0.28
C: -4.283 2.716 -0.969  -0.65
C: -1.381 -4.020 0.334  0.54
C: 1.480 1.675 4.985  -0.02
C: -2.613 -4.402 -0.242  -0.06
C: 0.640 0.320 3.134  -0.66
H: -3.409 -3.799 -4.114  0.39
H: 1.960 -3.990 2.463  0.54
H: 2.403 -2.316 2.873  -0.08
H: -1.279 5.536 -2.098  0.46
H: -1.787 2.740 -2.192  0.58
H: 3.655 -3.868 -0.529  0.37
H: 0.179 -5.557 -5.633  0.40
H: 4.799 -1.660 1.275  0.20
H: 2.394 0.049 -1.785  0.49
H: -1.578 6.747 2.019  0.39
H: -2.166 7.133 -0.382  0.39
H: -0.139 4.789 2.586  0.36
H: -2.040 -2.287 -2.666  0.55
H: 4.581 -3.316 3.102  0.36
H: -5.309 4.589 -1.205  0.37
H: -0.332 0.627 -3.188  0.66
H: 3.315 1.338 -2.627  0.34
H: 1.523 -4.073 -4.115  0.44
H: 2.191 0.267 -3.521  0.36
H: 5.691 -3.084 0.720  0.44
H: 3.816 -2.164 -0.980  0.36
H: 4.199 -4.584 1.938  0.28
H: -4.771 5.327 1.117  0.43
H: -4.521 2.347 -1.958  0.44

Results
* multiplicity: 1
* M: 1004.888 g/mol
* HOMO level: -0.0995 hartree
* DFT total energy: -5229.4196 Ha
* orbital gap: 6.7 eV
* LUMO energy: 3.992 eV
* total charge: -2
* energy relative to the best compared isomer or geometry (same formula, charge and spin): 0.043 eV

---

2.
Entry from the OMol25 dataset: C36H25BaF6N13O9S2Se as an isolated structure at a distorted geometry (the ωB97M-V functional and the def2-TZVPD basis).

Each line ends with the Mulliken charge.
Cartesian coordinates (Å):
Ba: 1.285 0.505 -0.097  1.78
Se: -4.488 4.860 -3.728  0.12
S: -2.906 -1.228 4.435  1.04
S: -2.507 -3.999 4.019  1.03
F: -1.236 0.312 5.866  -0.26
F: -0.540 -1.635 5.714  -0.13
F: -1.954 -6.312 5.321  -0.21
F: -1.691 -4.398 6.417  -0.22
F: -2.246 -1.195 6.992  -0.28
F: -3.555 -5.238 6.296  -0.24
O: -1.131 -3.843 3.663  -0.47
O: -3.965 -0.306 4.729  -0.69
O: -2.150 -1.081 3.237  -0.47
O: -3.377 -4.589 3.048  -0.66
O: -0.572 0.824 -2.487  -0.12
O: 2.623 -0.164 -2.171  -0.42
O: 3.744 4.363 1.658  -0.75
O: 2.617 2.538 1.949  -0.48
O: 3.582 2.864 0.055  -0.50
N: -3.306 -2.733 4.614  -0.58
N: -0.603 2.580 0.511  -0.85
N: 5.577 0.137 2.217  -0.86
N: 2.179 -0.824 2.927  0.35
N: 1.600 -2.908 -0.372  -0.46
N: 3.374 -2.245 5.018  -0.66
N: 3.261 3.289 1.215  0.87
N: 5.891 0.559 0.925  0.11
N: -0.990 -1.023 -0.216  -0.78
N: -4.353 4.027 -2.169  -0.87
N: 1.041 3.103 -1.601  0.01
N: 3.851 -0.161 0.859  0.53
N: -2.745 4.667 -4.096  -0.95
C: 2.118 -2.301 4.723  -0.44
C: 1.505 -1.569 3.728  -0.02
C: -1.667 -0.957 5.790  0.63
C: -2.470 1.384 -3.777  -1.10
C: 2.181 -3.109 -5.027  -0.84
C: -0.487 -1.779 -1.322  0.11
C: -3.826 1.556 -3.756  -0.20
C: 2.377 -0.755 -4.498  -0.90
C: 4.099 -1.459 4.228  -0.81
C: 2.453 -1.068 -3.084  0.22
C: -3.097 3.736 -1.920  0.87
C: -2.656 0.056 -1.670  0.32
C: 4.806 0.333 0.173  -0.88
C: -2.593 3.075 -0.714  0.72
C: 2.509 -2.691 -1.229  -0.26
C: -2.042 -0.355 -0.410  0.16
C: 2.235 -1.711 -5.408  -0.32
C: 2.361 -2.444 -2.702  0.46
C: -4.026 0.284 -1.689  -1.16
C: -2.702 2.204 1.591  -1.37
C: 4.316 -0.214 2.117  0.46
C: -3.330 2.752 0.417  -0.02
C: 0.206 -3.019 -0.868  -1.20
C: -1.295 2.175 1.559  -0.63
C: -2.436 -5.110 5.604  0.56
C: 1.409 3.948 -3.784  -1.02
C: -0.785 3.878 -2.894  1.23
C: 2.325 -3.435 -3.675  -0.37
C: -0.280 3.259 -1.732  -0.50
C: -2.199 4.136 -2.974  0.94
C: -1.189 2.933 -0.599  -0.22
C: 1.825 3.342 -2.589  -0.14
C: -1.803 0.703 -2.663  0.17
C: -4.607 1.027 -2.687  -0.68
C: 3.516 -0.807 3.170  -0.09
C: 0.102 4.235 -3.948  -0.71
H: -0.719 1.821 2.383  0.76
H: -4.373 2.916 0.339  0.61
H: -2.578 0.000 0.470  0.67
H: 5.115 -1.298 4.525  0.47
H: 2.103 4.248 -4.560  0.42
H: -5.633 1.250 -2.562  0.35
H: 1.484 -2.860 5.393  0.56
H: 2.413 -4.477 -3.472  0.46
H: 3.480 -2.569 -0.775  0.52
H: -4.371 2.121 -4.502  0.68
H: 0.402 -1.664 3.600  0.35
H: -4.642 -0.066 -0.863  0.45
H: 2.063 -3.862 -5.794  0.37
H: 6.776 1.063 0.799  0.23
H: -1.235 -2.127 -2.027  0.30
H: -3.237 1.910 2.480  0.52
H: 2.101 -1.469 -6.488  0.30
H: 4.746 0.613 -0.842  0.66
H: -0.338 -3.485 -0.053  0.50
H: 2.196 0.275 -4.819  0.27
H: -1.769 1.874 -4.473  0.54
H: 2.873 3.128 -2.592  0.39
H: 0.146 -1.145 -1.887  -0.12
H: -0.395 4.635 -4.844  0.45
H: 0.229 -3.810 -1.663  0.38

Results
* multiplicity: 1
* M: 1178.088 g/mol
* HOMO level (alpha / beta): -0.1069 / -0.1070 hartree
* DFT total energy: -6598.4158 Ha
* orbital gap (alpha / beta): 6.0 / 6.0 eV
* LUMO energy (alpha / beta): 3.117 / 3.117 eV
* total charge: -2

---

3.
Entry from the OMol25 dataset: C36H26Br2F3FeN3O5SSb as an isolated structure (the ωB97M-V functional and the def2-TZVPD basis).

Each line ends with the Mulliken charge.
Cartesian coordinates (Å):
Sb: -0.133 1.924 -0.210  0.89
Br: -4.110 -2.724 6.003  -0.33
Br: -0.592 -8.375 -0.009  -0.22
Fe: 0.406 -1.568 -0.191  1.53
S: 3.178 -2.221 0.233  -0.39
F: -5.427 1.609 -3.568  -0.38
F: 4.188 2.567 -4.740  -0.39
F: -0.306 8.215 0.758  -0.36
O: 0.634 -0.710 -2.022  -0.74
O: 1.339 -0.322 1.341  0.38
O: -0.313 -2.559 -2.840  -0.67
O: -3.068 0.154 1.410  -0.76
O: -1.370 -0.855 0.357  -0.23
N: -0.552 -3.062 3.852  -0.64
N: 0.204 -3.796 0.155  0.27
N: 2.180 -0.792 2.227  0.22
C: -2.774 -2.513 4.634  0.48
C: -3.078 1.442 -3.500  -0.76
C: 1.075 2.951 -2.935  -0.32
C: -0.179 4.131 0.030  0.25
C: 0.270 -1.478 -2.983  0.61
C: 1.301 2.146 -1.820  0.02
C: 3.131 -1.699 1.853  0.30
C: -0.296 -6.506 0.089  0.32
C: -1.569 -3.183 4.802  -0.94
C: -4.269 1.705 -2.860  0.43
C: 0.815 6.351 -0.155  -0.75
C: -1.899 1.549 -2.770  0.01
C: 0.852 4.978 -0.388  -0.24
C: -0.813 -2.304 2.800  0.43
C: 0.725 -6.013 0.866  -0.79
C: -1.911 1.941 -1.433  0.64
C: -2.175 -0.713 1.385  -0.02
C: -3.046 -1.713 3.553  -1.23
C: 3.231 2.415 -3.784  0.38
C: 2.518 1.471 -1.720  -0.63
C: 0.639 -0.983 -4.366  -1.07
C: 2.059 -0.358 3.494  -0.29
C: -1.998 -1.606 2.547  0.35
C: -1.282 6.081 0.999  -0.73
C: 4.016 -2.138 2.860  -0.86
C: -0.787 -4.293 -0.586  -0.22
C: -1.227 4.714 0.749  -0.38
C: 0.931 -4.642 0.868  -0.12
C: -1.074 -5.648 -0.654  -0.92
C: 2.911 -0.779 4.479  -0.80
C: 3.492 1.598 -2.705  -0.41
C: -4.330 2.055 -1.528  -0.80
C: 3.918 -1.686 4.151  -0.10
C: -3.141 2.170 -0.818  -0.57
C: 2.040 3.092 -3.930  -0.88
C: -0.261 6.874 0.526  0.46
H: 0.140 3.495 -3.024  0.49
H: -5.290 2.197 -1.048  0.41
H: 1.870 3.709 -4.805  0.40
H: -0.957 1.298 -3.245  -0.04
H: -3.191 2.387 0.240  0.09
H: 4.432 1.063 -2.642  0.42
H: 1.722 -0.856 -4.411  0.22
H: -1.349 -3.574 -1.165  0.50
H: 1.722 -4.203 1.462  0.21
H: 2.694 0.803 -0.882  0.15
H: 0.311 -1.697 -5.118  0.30
H: -1.877 -6.013 -1.277  0.42
H: 0.000 -2.212 2.089  0.46
H: 1.608 7.006 -0.498  0.42
H: 1.703 4.569 -0.918  0.37
H: -3.968 -1.167 3.428  0.49
H: 1.246 0.335 3.654  0.45
H: -1.378 -3.816 5.658  0.36
H: 4.609 -2.038 4.907  0.34
H: 1.351 -6.665 1.457  0.43
H: 2.786 -0.407 5.486  0.38
H: 4.772 -2.851 2.565  0.41
H: -2.100 6.527 1.552  0.42
H: -2.029 4.088 1.126  0.23
H: 0.184 -0.009 -4.553  0.23
H: -3.081 1.141 -4.541  0.44

Results
* multiplicity: 6
* M: 1007.094 g/mol
* HOMO level (alpha / beta): 0.0394 / -0.0997 hartree
* DFT total energy: -9277.7576 Ha
* orbital gap (alpha / beta): 2.5 / 6.3 eV
* LUMO energy (alpha / beta): 3.596 / 3.596 eV
* total charge: -2
* expectation value of S²: 8.77
* energy relative to the best compared isomer or geometry (same formula, charge and spin): 1.306 eV